Entry 1:
A cluster of 3 separate species, C19H53N8O2P2S in total, computed with ωB97M-V/def2-TZVPD.

The geometry in ORCA input format:
```
! wB97M-V def2-TZVPD RIJCOSX def2/J DEFGRID3
* xyz 1 1
S -0.282 1.193 -2.637
P 1.795 -4.624 -0.519
P -0.670 1.727 2.586
O -1.526 1.934 1.386
O 1.776 -3.542 0.490
N 0.807 -4.017 -1.755
N 0.436 0.502 2.111
N -1.658 4.520 -3.224
N -0.338 5.420 -0.765
N 2.887 -5.560 -1.336
N -0.833 1.179 4.137
N 1.014 -5.938 0.265
N 0.140 3.196 2.801
C -2.028 0.870 -2.287
C -0.418 6.302 -1.916
C -0.233 -0.549 1.352
C 1.189 -2.693 -2.219
C -0.066 0.108 4.768
C -3.024 1.909 -2.797
C -2.256 4.277 -1.872
C -0.523 5.529 -3.209
C 3.967 -4.878 -2.047
C 0.149 -4.803 -2.775
C 1.708 0.867 1.496
C -0.433 -6.080 0.151
C -1.864 1.794 4.973
C -1.149 4.197 -0.834
C -0.682 4.393 2.876
C -3.240 3.097 -1.839
C 1.449 -6.065 1.652
C 2.907 -7.016 -1.403
C 1.358 3.324 3.576
H 2.527 -5.922 1.732
H -3.196 2.700 -0.827
H -1.271 6.992 -1.851
H 0.391 4.950 -3.332
H 3.998 -3.820 -1.775
H 2.043 -7.402 -1.947
H 1.224 -7.072 2.010
H 0.375 -1.456 1.363
H 0.824 -5.131 -3.579
H -1.549 4.299 2.223
H -2.827 5.173 -1.630
H -2.255 -0.084 -2.755
H 2.434 1.189 2.239
H -0.559 5.934 0.075
H -0.522 3.316 -0.961
H -1.304 3.658 -3.638
H 3.806 -7.323 -1.939
H -1.422 2.415 5.758
H -0.336 -5.680 -2.364
H 2.138 -0.017 1.025
H 0.316 -2.150 -2.593
H -0.972 -5.133 0.280
H 0.969 -5.335 2.313
H -2.755 2.189 -3.820
H -0.416 -0.259 0.310
H -1.045 4.585 3.894
H 2.074 2.545 3.343
H -1.197 -0.788 1.805
H -2.379 4.899 -3.837
H 1.835 4.273 3.324
H -2.495 1.038 5.444
H -0.296 1.982 -3.721
H -2.520 2.427 4.372
H -0.598 6.174 -4.078
H -3.990 1.416 -2.889
H -1.653 4.065 0.116
H 1.607 -2.106 -1.403
H -0.109 5.266 2.550
H -4.250 3.475 -1.989
H -0.636 -4.196 -3.232
H 1.186 3.317 4.662
H -0.116 -0.829 4.219
H 3.834 -4.943 -3.131
H 0.981 0.386 4.887
H -0.718 -6.521 -0.802
H 2.936 -7.485 -0.423
H 1.610 1.651 0.734
H 0.472 6.926 -1.992
H -0.783 -6.776 0.914
H -0.483 -0.072 5.760
H -2.165 0.730 -1.217
H 4.940 -5.301 -1.792
H 1.938 -2.743 -3.022
*
```

Calculated values
orbital gap: 0.26349 Eh
relative energy (zero: lowest compared OMol25 entry of this formula, charge and spin): 0.0 kcal per mole
HOMO energy: -9.9 eV
LUMO level: -2.71 eV
total energy: -2424.94783 Ha


Entry 2:
A structure of composition C19H54BaO17, computed with ωB97M-V/def2-TZVPD.

The geometry in ORCA input format:
```
! wB97M-V def2-TZVPD RIJCOSX def2/J DEFGRID3
* xyz 1 2
Ba 28.421 13.955 -10.122
O 21.547 15.962 -8.124
O 24.993 16.326 -11.697
O 26.729 11.896 -9.680
O 19.123 14.133 -11.583
O 22.546 10.405 -8.443
O 26.144 10.400 -5.244
O 18.885 11.757 -10.344
O 25.458 7.585 -12.678
O 21.465 13.068 -8.995
O 25.721 14.529 -9.993
O 27.595 10.073 -7.817
O 27.564 15.506 -12.315
O 23.781 7.574 -8.299
O 28.475 16.648 -9.235
O 25.645 14.994 -5.926
O 20.650 11.935 -5.331
O 27.694 14.005 -7.548
C 25.216 7.395 -8.322
C 24.618 11.071 -9.096
C 28.392 13.643 -6.406
C 23.797 16.064 -12.421
C 27.924 15.754 -13.656
C 28.573 9.223 -8.349
C 24.947 13.575 -9.771
C 17.874 11.387 -11.208
C 23.520 13.787 -9.652
C 24.877 10.670 -5.694
C 21.550 16.865 -9.196
C 20.274 14.338 -12.359
C 23.271 11.359 -8.890
C 24.418 15.288 -6.560
C 27.423 17.277 -8.572
C 21.292 13.156 -5.268
C 24.890 8.492 -11.735
C 22.710 12.760 -9.190
C 25.519 12.114 -9.499
H 24.292 7.977 -10.983
H 26.048 15.775 -5.539
H 26.689 10.264 -6.023
H 21.127 13.770 -6.153
H 20.573 11.549 -4.456
H 25.726 7.723 -9.227
H 23.932 14.335 -6.769
H 23.849 15.775 -5.768
H 20.232 13.910 -13.360
H 17.052 12.102 -11.182
H 22.465 16.959 -9.781
H 23.020 16.714 -12.019
H 24.548 9.886 -6.376
H 26.633 15.737 -12.286
H 24.246 10.721 -4.806
H 21.132 13.946 -11.812
H 20.794 16.575 -9.927
H 26.560 16.632 -8.408
H 27.298 10.695 -8.486
H 27.811 17.557 -7.592
H 28.043 14.230 -5.557
H 23.085 14.752 -9.863
H 22.349 12.890 -5.241
H 25.007 10.066 -9.025
H 20.300 15.421 -12.476
H 28.117 12.616 -6.170
H 26.793 14.148 -7.250
H 25.627 9.046 -11.155
H 18.264 11.449 -12.224
H 29.002 15.598 -13.696
H 21.280 17.894 -8.961
H 23.522 8.495 -8.371
H 29.283 16.985 -8.842
H 21.714 15.077 -8.455
H 29.479 13.675 -6.474
H 21.057 13.621 -4.311
H 25.799 8.076 -13.429
H 24.209 9.204 -12.200
H 27.480 15.045 -14.355
H 24.978 15.695 -10.973
H 29.188 9.801 -9.040
H 18.614 14.933 -11.731
H 29.268 8.790 -7.630
H 23.922 16.279 -13.482
H 28.113 8.402 -8.899
H 17.471 10.385 -11.062
H 23.467 15.026 -12.374
H 24.513 15.953 -7.419
H 19.118 12.642 -10.634
H 24.768 11.652 -6.155
H 27.761 16.812 -13.860
H 25.647 7.871 -7.442
H 27.005 18.160 -9.055
H 25.386 6.338 -8.113
*
```

Calculated values
orbital gap (alpha / beta): 0.23425 / 0.16543 Eh
relative energy (zero: lowest compared OMol25 entry of this formula, charge and spin): 0.0 kcal per mole
HOMO energy (alpha / beta): -10.6 / -10.6 eV
LUMO level (alpha / beta): -4.19 / -6.06 eV
total energy: -2060.46465 Ha
⟨S²⟩: 0.87


Entry 3:
A structure of composition C19H54F3KO27P6S, computed with ωB97M-V/def2-TZVPD.

The geometry in ORCA input format:
```
! wB97M-V def2-TZVPD RIJCOSX def2/J DEFGRID3
* xyz 0 1
K -4.352 -1.994 -2.338
S -1.210 -1.359 -0.718
P -3.782 0.745 5.035
P -2.768 -5.039 -4.160
P -3.542 4.525 -0.043
P 3.069 0.869 -5.676
P 2.677 -1.494 5.842
P 3.535 2.076 2.294
F 0.386 -3.458 -0.655
F 1.392 -1.521 -0.609
F 0.575 -2.265 -2.453
O 2.176 0.570 -6.971
O -3.530 -0.460 4.046
O -1.280 -0.233 -1.642
O 2.527 -2.892 6.245
O 3.240 3.596 1.903
O -4.264 1.973 4.112
O 3.818 1.400 0.839
O 2.077 1.580 2.630
O -3.175 -6.484 -4.642
O -2.323 -5.178 -2.638
O 3.191 2.287 -5.357
O -4.521 5.184 1.010
O 2.435 -0.072 -4.554
O -3.205 3.156 0.688
O -2.275 -2.327 -0.894
O 4.163 -1.039 5.416
O -4.036 4.409 -1.423
O -4.675 0.444 6.144
O -2.320 1.260 5.370
O -1.055 -0.920 0.664
O -3.767 -4.004 -4.423
O 4.578 1.794 3.274
O 4.444 0.128 -5.971
O 1.772 -1.062 4.606
O -1.346 -4.774 -4.850
O -2.228 5.427 0.121
O 2.284 -0.435 6.939
C -1.261 5.519 -0.890
C -5.552 6.084 0.563
C -1.591 0.534 6.381
C -5.313 1.842 3.203
C 5.240 0.579 -7.048
C 1.243 -0.510 -7.001
C 5.047 -1.989 4.874
C 4.328 4.438 1.544
C 0.393 -2.221 -1.138
C 4.624 0.242 0.795
C -4.511 -6.782 -5.112
C 1.028 1.501 1.655
C 2.317 0.983 6.665
C -2.548 -0.492 3.029
C 2.121 0.455 -3.262
C -1.277 -4.274 -6.164
C -2.420 2.204 -0.027
C -1.208 -6.067 -2.368
C 1.797 -1.767 3.353
H -1.956 -0.495 6.491
H -1.803 0.988 7.346
H 4.683 4.277 0.527
H 5.693 -1.511 4.133
H -2.919 -1.070 2.188
H 5.227 -0.101 -7.906
H -1.472 -6.652 -1.492
H 4.121 -0.659 1.164
H 2.224 1.537 -3.181
H -0.234 5.418 -0.516
H -4.670 -7.828 -4.863
H -5.347 0.884 2.676
H 3.021 1.462 7.341
H 0.202 0.942 2.092
H 6.289 0.534 -6.744
H 1.309 1.368 6.774
H -1.700 1.743 0.648
H -0.570 0.467 6.023
H 1.429 0.817 0.905
H 5.729 -2.398 5.627
H 2.424 -2.648 3.447
H -2.256 0.471 2.603
H 1.777 -1.455 -7.110
H -1.920 2.612 -0.903
H 5.529 0.301 1.406
H 0.776 -1.939 3.018
H 2.726 0.021 -2.468
H 0.597 -0.381 -7.866
H -6.513 5.609 0.763
H -1.044 -6.768 -3.187
H -0.694 -3.352 -6.168
H 5.182 4.265 2.212
H 0.669 2.438 1.236
H 4.614 -2.865 4.385
H 4.930 0.067 -0.235
H -4.571 -6.620 -6.185
H 2.690 1.145 5.652
H -1.302 4.764 -1.677
H -2.247 -3.995 -6.595
H -0.308 -5.475 -2.239
H -5.537 6.149 -0.527
H -5.232 -6.166 -4.581
H -3.032 1.370 -0.370
H 4.046 5.470 1.741
H -1.627 -0.946 3.396
H -6.281 2.144 3.609
H 5.015 1.582 -7.406
H -1.253 6.505 -1.360
H 1.069 0.218 -3.102
H -5.395 7.026 1.071
H 2.183 -1.030 2.646
H -0.861 -4.945 -6.918
H -5.193 2.546 2.365
H 0.635 -0.532 -6.099
*
```

Calculated values
orbital gap: 0.33647 Eh
relative energy (zero: lowest compared OMol25 entry of this formula, charge and spin): 0.0 kcal per mole
HOMO energy: -10.0 eV
LUMO level: -0.87 eV
total energy: -6134.27958 Ha


Entry 4:
A structure of composition C19H55KO17, computed with ωB97M-V/def2-TZVPD.

The geometry in ORCA input format:
```
! wB97M-V def2-TZVPD RIJCOSX def2/J DEFGRID3
* xyz 0 1
K -0.530 -0.105 0.439
O -1.204 -0.257 -3.736
O -1.190 -2.386 1.707
O -3.288 -2.035 -0.157
O 4.918 -0.892 1.283
O -2.847 1.225 1.631
O -2.266 4.753 -1.437
O 0.600 2.389 0.756
O -5.325 2.765 1.783
O 1.582 0.426 -4.209
O -0.018 2.476 3.226
O -0.015 -1.735 -1.589
O 1.996 4.154 3.109
O -0.997 2.155 -1.206
O 2.163 -1.159 1.133
O 1.015 -4.234 -0.423
O 0.880 -6.982 -0.176
O 4.165 2.179 -2.359
C -2.290 -3.392 1.560
C -3.609 1.617 0.479
C -1.050 2.900 -2.377
C 1.844 3.028 0.879
C 3.004 -1.538 0.019
C 1.482 1.815 5.095
C -2.334 3.661 -2.439
C -1.881 -1.286 -3.060
C 0.065 0.018 3.813
C 1.916 4.400 1.717
C 0.230 1.486 4.227
C 2.817 1.919 -2.738
C -3.495 -2.687 1.051
C 0.482 -6.382 -1.475
C 2.889 0.731 -3.688
C 1.229 -5.071 -1.521
C 4.219 -0.688 -0.027
C -5.069 1.689 0.880
C -0.998 -2.361 -2.541
H 2.423 -1.432 -0.893
H -0.525 -2.938 -3.356
H 1.617 2.904 5.091
H 1.277 1.575 6.133
H -5.752 1.839 0.021
H -3.498 0.933 -0.349
H 2.337 2.745 -3.296
H 0.863 -0.476 3.256
H -0.680 1.696 4.839
H -2.329 4.071 -3.469
H -2.363 -0.820 -2.199
H -3.767 -1.956 1.817
H 0.232 2.302 2.249
H 3.148 -0.149 -3.115
H 1.143 3.867 3.418
H -0.876 -0.147 3.302
H -5.360 0.703 1.239
H -1.086 2.302 -3.302
H 4.151 2.809 -1.630
H 0.506 -2.499 -1.225
H 2.900 4.809 1.495
H -2.495 -3.919 2.518
H -1.681 -2.982 -1.965
H -2.626 -1.698 -3.733
H 3.959 0.348 -0.247
H 0.863 -4.538 -2.414
H 3.264 -2.607 0.063
H 4.872 -1.051 -0.817
H 2.685 2.368 1.237
H 2.392 1.378 4.715
H 3.649 0.922 -4.455
H -0.249 2.485 -0.645
H 2.697 -1.223 1.927
H 1.295 1.094 -4.831
H -2.918 1.753 2.422
H -3.169 2.554 0.079
H 1.131 5.106 1.439
H -4.282 -3.428 0.922
H 2.105 1.748 -1.931
H -0.043 -0.586 4.711
H 2.190 3.449 -0.100
H -3.245 3.056 -2.215
H -0.206 3.584 -2.423
H -0.610 -6.237 -1.526
H 1.688 -4.272 0.255
H -1.982 -4.106 0.793
H -3.005 -2.587 -0.881
H -4.550 2.907 2.337
H 0.586 -7.905 -0.166
H -0.357 -0.043 -3.302
H 5.093 -0.035 1.679
H 2.286 -5.294 -1.665
H 0.793 -6.979 -2.338
H -3.166 4.854 -1.143
H -0.412 -2.852 2.043
*
```

Calculated values
orbital gap: 0.26386 Eh
relative energy (zero: lowest compared OMol25 entry of this formula, charge and spin): 30.4 kcal per mole
HOMO energy: -7.4 eV
LUMO level: -0.17 eV
total energy: -2635.79956 Ha


Entry 5:
A cluster of 6 separate species, C19H55N2O15PS5Si in total, computed with ωB97M-V/def2-TZVPD.

The geometry in ORCA input format:
```
! wB97M-V def2-TZVPD RIJCOSX def2/J DEFGRID3
* xyz 0 1
S -2.673 5.345 4.350
S 0.021 0.193 2.430
S 4.831 6.308 5.339
S 0.031 -1.716 -4.002
S -3.021 -4.088 -7.446
P 3.624 -5.720 -1.303
Si 3.346 -3.979 0.095
O -4.453 -4.161 -7.473
O -2.256 -4.673 -6.377
O -0.156 -0.926 -2.816
O -3.439 5.080 5.737
O 1.340 -2.054 -4.484
O -2.442 -4.619 -8.847
O 4.558 5.623 6.569
O -3.217 6.520 3.732
O 4.880 5.605 4.087
O 0.215 1.787 2.361
O -1.105 -0.100 3.274
O -0.810 -1.051 -5.205
O 3.815 7.546 5.197
O -1.259 5.193 4.565
O 1.301 -0.423 2.637
N -1.095 -7.211 -0.646
N 3.841 -7.110 -0.523
C -0.455 -0.048 0.745
C 1.586 -3.293 -0.136
C 0.297 -5.499 0.474
C -3.277 3.925 3.491
C -1.132 -5.832 -0.090
C -3.029 5.832 6.889
C 0.685 0.564 -6.278
C 6.307 7.260 5.530
C -0.920 -3.197 -3.862
C 1.707 2.375 4.211
C -0.596 0.338 -5.496
C 0.509 -3.986 0.780
C -3.573 7.248 6.868
C -2.332 -6.038 -9.039
C -2.538 -2.400 -7.633
C 2.489 7.274 4.719
C 0.325 2.508 3.600
C 1.605 6.678 5.797
C -3.670 -6.676 -9.359
H 1.609 -2.229 0.163
H -3.537 -7.722 -9.635
H -0.607 0.925 -4.575
H -1.929 -2.940 -3.552
H -1.940 5.826 6.979
H -2.976 -2.009 -8.549
H 1.296 -3.406 -1.196
H 0.753 1.603 -6.604
H 0.574 6.608 5.450
H -1.335 -5.103 -0.892
H -0.304 -7.672 -0.209
H -4.650 7.245 6.697
H 2.477 2.621 3.479
H -0.815 -7.147 -1.618
H 0.723 -0.086 -7.152
H -0.445 -3.827 -3.112
H 1.636 7.287 6.702
H -0.435 -3.414 0.760
H 4.667 -5.411 -2.220
H 2.078 8.231 4.399
H -3.119 7.832 6.067
H -2.911 3.029 3.988
H 1.809 3.038 5.071
H -1.895 -5.735 0.692
H 6.188 7.925 6.382
H -4.342 -6.634 -8.501
H 0.328 0.343 0.099
H 2.417 -5.798 -2.064
H -4.160 -6.151 -10.180
H -4.364 3.953 3.489
H -1.651 -6.178 -9.879
H -0.450 2.188 4.301
H -3.364 7.751 7.813
H -2.915 -1.851 -6.773
H -1.452 -2.346 -7.666
H 1.893 1.354 4.546
H 0.996 -5.880 -0.289
H 0.868 -3.901 1.822
H 3.474 -4.405 1.501
H -1.396 0.466 0.567
H -2.898 3.972 2.472
H -1.869 -6.504 -8.167
H 1.939 5.676 6.069
H 0.470 -6.062 1.403
H 1.561 0.342 -5.669
H 3.842 -6.902 0.471
H 2.527 6.629 3.838
H -3.427 5.302 7.754
H -1.449 0.659 -6.095
H -0.927 -3.704 -4.826
H 7.124 6.564 5.708
H 4.403 -3.012 -0.280
H 6.483 7.822 4.617
H 0.136 3.555 3.367
H -0.573 -1.117 0.580
*
```

Calculated values
orbital gap: 0.31924 Eh
relative energy (zero: lowest compared OMol25 entry of this formula, charge and spin): 0.0 kcal per mole
HOMO energy: -8.4 eV
LUMO level: 0.31 eV
SMILES: N=[PH2][SiH2]CCCCN.CCOS(C)(=O)=O.CCOS(C)(=O)=O.CCOS(C)(=O)=O.CCOS(C)(=O)=O.CCOS(C)(=O)=O
total energy: -4616.69223 Ha